[1]
{"formula": "C10H14BN7O3Sn", "method": "wB97M-V/def2-TZVPD", "elements": ["H", "N", "B", "N", "C", "Sn", "H", "C", "H", "C", "H", "C", "H", "H", "H", "N", "N", "N", "N", "C", "C", "H", "H", "C", "C", "C", "C", "H", "H", "H", "H", "H", "O", "N", "O", "O"], "coordinates": [[1.263, 3.457, 1.285], [0.878, 1.758, 0.039], [0.155, 0.296, -2.014], [0.509, 1.643, -1.304], [0.605, 2.850, -1.885], [2.840, 0.813, 0.514], [0.474, 2.951, -2.956], [0.931, 3.796, -0.911], [1.085, 4.850, -1.065], [1.048, 3.098, 0.289], [0.286, 0.461, -3.211], [-0.861, -1.417, 3.031], [-0.663, -1.825, 4.040], [-0.127, -1.821, 2.333], [-1.847, -1.716, 2.656], [-1.361, -0.107, -1.811], [1.163, -0.810, -1.578], [-1.896, -0.376, -0.571], [1.712, -0.912, -0.305], [-2.327, -0.189, -2.764], [1.764, -1.706, -2.382], [-2.087, -0.009, -3.803], [1.562, -1.716, -3.443], [-3.538, -0.497, -2.134], [2.622, -2.490, -1.609], [-3.208, -0.589, -0.753], [2.525, -2.014, -0.309], [-4.498, -0.637, -2.595], [3.233, -3.300, -1.960], [-3.890, -0.801, 0.065], [3.006, -2.368, 0.590], [-0.941, 0.115, 3.885], [1.008, -0.595, 6.482], [0.105, -0.553, 5.647], [-0.712, 0.406, 5.577], [-0.816, -0.046, 2.931]], "mulliken_charge": [0.504, -0.605, 0.279, 0.423, -0.203, 0.350, 0.427, -0.768, 0.412, -0.233, -0.178, -0.459, 0.365, 0.094, 0.164, 0.340, 0.415, -0.599, -0.545, -0.304, -0.150, 0.419, 0.443, -0.885, -0.893, -0.112, -0.216, 0.371, 0.429, 0.396, 0.499, 0.426, -0.314, 0.480, -0.324, -0.447], "total_energy_ev": -33672.77845, "e_above_lowest_kcal_mol": 0.0, "total_charge": 0, "lumo_ev": [-1.1, -3.4], "fmax_ev_per_a": 6.115, "gap_ev": [7.293, 2.931]}


[2]
{"formula": "C10H14F4N2O4S", "method": "wB97M-V/def2-TZVPD", "elements": ["O", "C", "C", "O", "C", "C", "O", "C", "F", "F", "F", "O", "C", "S", "C", "N", "C", "C", "F", "N", "C", "H", "H", "H", "H", "H", "H", "H", "H", "H", "H", "H", "H", "H", "H"], "coordinates": [[-1.592, -2.724, -0.503], [-0.386, -2.276, 0.115], [0.772, -2.639, -0.823], [0.874, -4.077, -1.015], [2.111, -2.122, -0.314], [2.789, -1.153, -1.350], [1.907, -0.018, -1.618], [3.318, -1.776, -2.714], [4.059, -2.849, -2.455], [2.310, -2.170, -3.507], [4.045, -0.841, -3.415], [2.011, -1.527, 0.999], [0.977, -0.516, 1.114], [0.586, -0.503, 2.892], [-1.083, -0.148, 2.485], [-1.913, 0.267, 3.495], [-3.222, 0.767, 3.195], [-3.166, 2.213, 2.656], [-2.590, 3.033, 3.601], [-1.465, -0.302, 1.268], [-0.345, -0.774, 0.425], [-2.327, -2.340, 0.015], [-0.235, -2.819, 1.049], [0.457, -2.104, -1.766], [-0.062, -4.418, -1.063], [2.786, -2.993, -0.259], [3.736, -0.834, -0.876], [2.281, 0.581, -2.311], [1.364, 0.467, 0.823], [-1.448, 0.679, 4.313], [-3.852, 0.752, 4.099], [-3.678, 0.114, 2.441], [-2.536, 2.243, 1.773], [-4.184, 2.536, 2.385], [-0.444, -0.229, -0.535]], "mulliken_charge": [-0.576, -0.340, 0.135, -0.611, 0.013, -0.405, -0.506, 0.735, -0.254, -0.257, -0.274, -0.518, 0.205, -0.385, 0.391, -0.250, -0.618, -0.191, -0.301, -0.625, -0.133, 0.449, 0.128, 0.256, 0.405, 0.634, 0.339, 0.369, 0.427, 0.279, 0.341, 0.330, 0.229, 0.277, 0.301], "total_energy_ev": -43472.21908, "e_above_lowest_kcal_mol": 3.0, "smiles": "O[C@H]1[C@H](O)[C@@H]([C@H](O)C(F)(F)F)O[C@@H]2SC(NCCF)=N[C@H]12", "total_charge": 0, "lumo_ev": 0.5, "fmax_ev_per_a": 1.814, "gap_ev": 9.513}


[3]
{"formula": "C10H14FN", "method": "wB97M-V/def2-TZVPD", "elements": ["C", "C", "C", "N", "C", "C", "C", "C", "C", "C", "F", "C", "H", "H", "H", "H", "H", "H", "H", "H", "H", "H", "H", "H", "H", "H"], "coordinates": [[-3.194, 0.901, -0.858], [-2.860, -0.632, -0.559], [-2.215, -0.641, 0.877], [-0.899, -0.050, 0.737], [0.214, -1.081, 0.140], [1.443, -0.352, 0.189], [1.308, 1.040, 0.319], [2.543, 1.734, 0.140], [3.734, 1.070, 0.126], [3.771, -0.340, -0.157], [4.914, -1.003, -0.434], [2.579, -1.059, 0.024], [-2.221, 1.483, -1.242], [-4.160, 0.840, -1.621], [-3.500, 1.556, 0.087], [-2.170, -1.065, -1.316], [-3.679, -1.369, -0.700], [-3.083, 0.102, 1.481], [-2.401, -1.593, 1.546], [-0.614, 0.134, 1.642], [0.373, -2.149, 0.460], [0.087, -1.222, -0.939], [0.366, 1.474, 0.310], [2.692, 2.731, 0.116], [4.584, 1.619, 0.022], [2.388, -2.126, -0.390]], "mulliken_charge": [-0.892, -0.400, -0.755, -0.187, -0.888, 0.906, -0.565, -0.608, -0.647, 0.379, -0.281, -0.604, 0.164, 0.268, 0.284, 0.276, 0.391, 0.281, 0.342, 0.295, 0.245, 0.297, 0.554, 0.477, 0.454, 0.214], "total_energy_ev": -14800.66868, "e_above_lowest_kcal_mol": 85.4, "smiles": "CCCNCc1cccc(F)c1", "total_charge": 0, "lumo_ev": 0.9, "fmax_ev_per_a": 4.803, "gap_ev": 9.782}


[4]
{"formula": "C10H14GdN4O4", "method": "wB97M-V/def2-TZVPD", "elements": ["Gd", "C", "O", "C", "O", "C", "O", "C", "O", "H", "H", "C", "N", "C", "N", "C", "N", "C", "N", "C", "C", "H", "H", "H", "H", "H", "H", "H", "H", "H", "H", "H", "H"], "coordinates": [[-0.853, 2.010, -0.277], [-2.764, 1.583, -1.153], [-3.721, 1.246, -1.595], [-1.593, 4.156, -0.560], [-1.993, 5.241, -0.717], [-0.128, 2.290, -2.180], [0.320, 2.286, -3.272], [-1.817, 2.200, 1.538], [-2.344, 2.148, 2.586], [0.793, 2.327, 0.481], [0.497, 3.303, 0.370], [-0.916, -1.036, -0.593], [-0.002, 0.057, -0.012], [1.351, -0.024, -0.701], [1.983, -1.360, -0.469], [1.065, -2.426, -1.023], [-0.298, -2.384, -0.366], [-0.099, -2.597, 1.120], [0.795, -1.532, 1.718], [0.165, -0.194, 1.477], [2.132, -1.580, 1.017], [-1.019, -0.863, -1.638], [-1.855, -0.988, -0.094], [1.984, 0.734, -0.288], [1.224, 0.113, -1.748], [1.506, -3.383, -0.846], [0.942, -2.260, -2.073], [-1.053, -2.552, 1.601], [0.354, -3.552, 1.276], [0.804, 0.565, 1.874], [-0.789, -0.182, 1.948], [2.574, -2.539, 1.182], [2.753, -0.808, 1.416]], "mulliken_charge": [-0.464, 0.352, 0.065, 0.530, -0.060, 0.465, -0.019, 0.414, -0.008, 0.138, 0.525, -0.823, 0.645, -0.851, 0.058, -0.796, 0.094, -0.807, 0.061, -0.841, -0.676, 0.424, 0.481, 0.451, 0.523, 0.357, 0.354, 0.351, 0.357, 0.407, 0.557, 0.368, 0.367], "total_energy_ev": -45538.05429, "e_above_lowest_kcal_mol": 201.9, "total_charge": 3, "lumo_ev": [-15.5, -15.1], "fmax_ev_per_a": 16.574, "multiplicity": 8, "gap_ev": [3.806, 4.118]}


[5]
{"formula": "C10H14IN", "method": "wB97M-V/def2-TZVPD", "elements": ["C", "C", "C", "C", "C", "C", "C", "C", "C", "C", "N", "I", "H", "H", "H", "H", "H", "H", "H", "H", "H", "H", "H", "H", "H", "H"], "coordinates": [[1.884, -2.709, -0.652], [0.638, -1.896, 1.526], [-0.112, -0.803, 1.574], [1.869, -1.894, 0.540], [0.446, 0.355, 0.746], [1.549, -0.066, -0.136], [-0.419, 2.243, -0.908], [-1.995, 1.177, 0.502], [-1.029, -0.213, -1.199], [-0.713, 0.972, -0.198], [1.916, -3.264, -1.654], [3.467, 0.818, 0.048], [0.538, -2.834, 2.087], [-1.056, -0.822, 1.992], [2.783, -1.859, 0.986], [0.621, 1.025, 1.538], [1.185, -0.184, -1.146], [-1.323, 2.437, -1.552], [0.573, 2.296, -1.563], [-0.361, 3.067, -0.130], [-2.430, 0.195, 0.836], [-1.950, 1.914, 1.334], [-2.654, 1.491, -0.298], [-1.977, -0.005, -1.581], [-1.104, -1.153, -0.651], [-0.346, -0.288, -2.041]], "mulliken_charge": [0.349, -0.608, -0.819, -0.370, 0.550, -1.259, -1.560, -1.743, -1.794, 1.152, -0.493, 0.102, 0.393, 0.537, 0.637, 0.882, 0.322, 0.398, 0.226, 0.376, 0.400, 0.338, 0.535, 0.568, 0.364, 0.516], "total_energy_ev": -20184.76484, "e_above_lowest_kcal_mol": 2.5, "total_charge": 0, "lumo_ev": 0.4, "fmax_ev_per_a": 5.846, "gap_ev": 9.698}


[6]
{"formula": "C10H14IOP", "method": "wB97M-V/def2-TZVPD", "elements": ["C", "C", "I", "P", "O", "C", "C", "C", "C", "C", "C", "C", "C", "H", "H", "H", "H", "H", "H", "H", "H", "H", "H", "H", "H", "H", "H"], "coordinates": [[-1.961, -0.551, -1.941], [-2.697, -0.742, -0.655], [-4.132, 0.682, -0.260], [-2.363, -2.221, 0.317], [-1.440, -0.593, 1.247], [-0.249, -0.240, 0.898], [0.627, -1.330, 0.528], [1.871, -1.110, 0.137], [2.384, 0.146, 0.012], [3.785, 0.380, -0.513], [1.536, 1.243, 0.429], [0.180, 1.071, 0.803], [-0.571, 2.156, 1.282], [-1.674, -1.565, -2.254], [-1.088, 0.030, -1.583], [-2.486, 0.103, -2.630], [-3.251, -2.783, -0.665], [-3.251, -1.897, 1.214], [0.223, -2.269, 0.821], [2.588, -1.907, 0.032], [3.955, 0.165, -1.493], [3.912, 1.517, -0.474], [4.574, -0.075, 0.076], [1.917, 2.246, 0.429], [-1.657, 2.079, 0.926], [-0.463, 2.355, 2.334], [-0.269, 3.111, 0.983]], "mulliken_charge": [-0.920, 0.156, 0.228, -0.051, -0.814, 0.636, -0.476, -0.646, 0.644, -1.377, -0.716, 0.778, -1.417, 0.286, 0.212, 0.443, 0.078, 0.000, 0.464, 0.377, 0.367, 0.299, 0.324, 0.282, 0.015, 0.333, 0.495], "total_energy_ev": -30029.38080, "e_above_lowest_kcal_mol": 113.0, "smiles": "CC(I)=[PH2]Oc1ccc(C)cc1C", "total_charge": 0, "lumo_ev": [-1.2, -1.2], "fmax_ev_per_a": 4.381, "gap_ev": [6.145, 6.147]}


Which formula does entry 1 have? C10H14BN7O3Sn


What is the formula in the fifth record? C10H14IN